ORCA calculation (the ωB97M-V functional and the def2-TZVPD basis) on a single C3H2F2N2S molecule.

Last columns: bonded neighbours and bond lengths (Å).
CARTESIAN COORDINATES (ANGSTROEM)
1 S 0.401 -2.074 1.642  C3 1.593, N10 1.713
2 C -0.230 1.158 -1.095  C4 1.503, F5 1.362, H6 1.132, F7 1.365
3 C 0.996 -0.635 1.306  S1 1.593, H8 1.087
4 C -0.318 -0.132 -0.328  C2 1.503, N9 1.230
5 F -0.679 2.152 -0.281  C2 1.362
6 H -1.001 1.322 -1.907  C2 1.132
7 F 1.026 1.530 -1.479  C2 1.365
8 H 1.623 0.005 1.922  C3 1.087
9 N -0.959 -1.180 -0.265  C4 1.230, N10 1.226
10 N -0.859 -2.145 0.484  S1 1.713, N9 1.226

The calculation puts the highest occupied orbital energy (alpha / beta) at -9.21 / -9.21 eV. Its total charge is 0. The LUMO energy (alpha / beta) is -0.616 / -0.617 eV. The calculation puts the HOMO-LUMO gap (alpha / beta) at 0.31601 / 0.31596 Ha. The molar mass comes out at 136.1 g mol⁻¹.



ORCA calculation (the ωB97M-V functional and the def2-TZVPD basis) on a single C3H2F2O molecule.

Last columns: bonded neighbours and bond lengths (Å).
CARTESIAN COORDINATES (ANGSTROEM)
1 C -1.259 0.309 -0.003  C2 1.471, O5 1.215, H6 1.078
2 C 0.208 0.413 -0.007  C1 1.471, F3 1.345, C4 1.330
3 F 0.698 1.666 -0.002  C2 1.345
4 C 1.003 -0.653 -0.003  C2 1.330, H7 1.084, F8 1.320
5 O -1.839 -0.758 -0.004  C1 1.215
6 H -1.774 1.256 0.013  C1 1.078
7 H 0.643 -1.675 0.008  C4 1.084
8 F 2.320 -0.557 -0.002  C4 1.320

The calculation puts the highest occupied orbital energy at -10.37 eV. Its total charge is 0. The structure (SMILES) is O=C/C(F)=C/F. The LUMO energy is -0.199 eV. The calculation puts the HOMO-LUMO gap at 0.37373 Ha. The molar mass comes out at 92.0 g mol⁻¹.



ORCA calculation (the ωB97M-V functional and the def2-TZVPD basis) on a single C3H2F3IO molecule.

Last columns: bonded neighbours and bond lengths (Å).
CARTESIAN COORDINATES (ANGSTROEM)
1 H -0.439 -0.099 -1.696  C9 1.158
2 O 0.967 0.771 -0.273  C6 1.401, C9 1.373
3 I 1.522 -2.237 -0.046  C6 2.089
4 H -0.698 1.477 -0.917  C9 1.059
5 F -2.167 -0.906 0.056  C10 1.349
6 C 1.413 -0.247 0.579  O2 1.401, I3 2.089, F7 1.347
7 F 2.500 0.229 1.216  C6 1.347
8 F -1.669 0.641 1.364  C10 1.330
9 C -0.305 0.513 -0.722  H1 1.158, O2 1.373, H4 1.059, C10 1.563
10 C -1.123 -0.142 0.438  F5 1.349, F8 1.330, C9 1.563

The calculation puts the highest occupied orbital energy (alpha / beta) at -8.52 / -9.06 eV. Its total charge is 0. The LUMO energy (alpha / beta) is -0.345 / -0.629 eV. The calculation puts the HOMO-LUMO gap (alpha / beta) at 0.30026 / 0.30972 Ha. The molar mass comes out at 237.9 g mol⁻¹.



ORCA calculation (the ωB97M-V functional and the def2-TZVPD basis) on a single C3H2F3N molecule.

Last columns: bonded neighbours and bond lengths (Å).
CARTESIAN COORDINATES (ANGSTROEM)
1 C -0.997 0.271 1.175  C2 1.417, C3 1.640, N6 1.232
2 C 0.287 0.175 0.584  C1 1.417, N6 1.531, H8 0.999, H9 1.054
3 C -2.138 -0.685 1.865  C1 1.640, F4 1.336, F5 1.312, F7 1.333
4 F -1.631 -1.434 2.848  C3 1.336
5 F -2.767 -1.547 1.102  C3 1.312
6 N -0.689 1.352 0.670  C1 1.232, C2 1.531
7 F -3.036 0.143 2.400  C3 1.333
8 H 0.266 -0.443 -0.201  C2 0.999
9 H 1.148 0.273 1.183  C2 1.054

The calculation puts the highest occupied orbital energy at -10.65 eV. Its total charge is 0. The structure (SMILES) is FC(F)(F)C1=NC1. The LUMO energy is 0.774 eV. The calculation puts the HOMO-LUMO gap at 0.41984 Ha. The molar mass comes out at 109.0 g mol⁻¹.



ORCA calculation (the ωB97M-V functional and the def2-TZVPD basis) on a single C3H2F3NO molecule.

Last columns: bonded neighbours and bond lengths (Å).
CARTESIAN COORDINATES (ANGSTROEM)
1 N 1.331 0.195 0.064  C2 1.325, C3 1.288
2 C 0.511 1.221 -0.117  N1 1.325, F8 1.319, O10 1.318
3 C 1.004 -1.035 -0.134  N1 1.288, F7 1.333, F9 1.300
4 H -1.168 -0.972 0.472  C5 1.129
5 C -1.543 0.038 0.136  H4 1.129, H6 1.147, O10 1.344
6 H -2.535 0.486 0.497  C5 1.147
7 F 0.509 -1.625 -1.222  C3 1.333
8 F 0.970 2.455 -0.190  C2 1.319
9 F 1.721 -1.912 0.504  C3 1.300
10 O -0.801 1.149 -0.010  C2 1.318, C5 1.344

The calculation puts the highest occupied orbital energy (alpha / beta) at -8.47 / -7.33 eV. Its total charge is 0. The LUMO energy (alpha / beta) is 0.081 / -0.319 eV. The calculation puts the HOMO-LUMO gap (alpha / beta) at 0.31433 / 0.25776 Ha. The molar mass comes out at 125.0 g mol⁻¹.



ORCA calculation (the ωB97M-V functional and the def2-TZVPD basis) on a single C3H2F4 molecule.

Last columns: bonded neighbours and bond lengths (Å).
CARTESIAN COORDINATES (ANGSTROEM)
1 F 2.612 -0.561 0.442  C6 1.344
2 C 0.386 0.368 -0.157  C3 1.479, F4 1.303, C6 1.440
3 C -1.085 0.221 -0.160  C2 1.479, F7 1.323, F8 1.371, H9 1.165
4 F 0.755 1.618 -0.178  C2 1.303
5 H 0.842 -1.647 0.190  C6 1.061
6 C 1.294 -0.687 0.212  F1 1.344, C2 1.440, H5 1.061
7 F -1.592 0.640 0.988  C3 1.323
8 F -1.744 -0.956 -0.404  C3 1.371
9 H -1.467 1.004 -0.934  C3 1.165

The calculation puts the highest occupied orbital energy at -10.02 eV. Its total charge is 0. The structure (SMILES) is F/C=C(\F)C(F)F. The LUMO energy is 0.873 eV. The calculation puts the HOMO-LUMO gap at 0.40028 Ha. The molar mass comes out at 114.0 g mol⁻¹.